Here is an isolated molecule of C5H8O2 from the OMol25 dataset. Energies are from ωB97M-V/def2-TZVPD.

XYZ file:
```
15
Properties=species:S:1:pos:R:3:forces:R:3:nbo_charge:R:1
O 1.345958 -0.537306 -1.212202 0.02 -0.18 -0.10 -0.723
C 1.024261 -0.235763 0.124432 -0.02 0.10 0.26 0.084
C 0.739468 1.267349 0.209664 0.06 0.06 0.00 -0.460
C -0.749890 1.338021 -0.025535 -0.08 -0.04 0.11 -0.139
C -1.340291 0.196006 0.313451 0.07 0.17 -0.07 -0.262
C -0.334684 -0.906317 0.508843 0.03 0.11 0.12 0.030
O -0.661019 -1.960352 -0.393102 -0.12 -0.13 -0.11 -0.714
H 0.950755 -1.407017 -1.378138 0.16 0.03 -0.08 0.483
H 1.838441 -0.548070 0.794529 -0.14 0.03 -0.11 0.164
H 0.957510 1.635438 1.221258 0.02 0.04 -0.17 0.215
H 1.356513 1.827914 -0.496684 -0.11 -0.07 0.04 0.229
H -1.262056 2.209748 -0.415421 0.02 0.07 0.29 0.214
H -2.406428 -0.012051 0.330125 0.12 0.08 -0.06 0.217
H -1.167663 -1.519460 -1.090809 0.07 -0.36 -0.03 0.475
H -0.290874 -1.348143 1.509592 -0.10 0.09 -0.10 0.188
```
Forces are in eV/Å.

Results
Lowest unoccupied orbital energy: 0.0354 Ha
Energy: -345.7656 hartree
HOMO: -9.8 eV
F_max: 0.4 eV Å⁻¹
Energy relative to the best compared isomer or geometry (same formula, charge and spin): 24.7 kcal per mole
SMILES string: O[C@@H]1C=CC[C@@H]1O